Record 1
A single C6H11ClN3O2P molecule. Source: OMol25; level of theory: wB97M-V/def2-TZVPD.

Its spin multiplicity is 1. The HOMO-LUMO gap (spin up / spin down) comes out at 6.39 / 7.83 eV. The charge is 0.

```
24
Properties=species:S:1:pos:R:3:nbo_charge:R:1
C 0.0623 0.8380 1.2397 0.795
C -0.3008 1.4089 -1.2094 0.811
C -1.9116 1.9803 0.6356 -0.386
C 1.7070 -0.7568 2.0239 -0.443
C 0.8819 0.2283 -2.8793 -0.435
C -1.0478 -3.2155 0.2840 -0.620
N -0.5603 1.5356 0.1784 -0.477
N 1.1288 0.0131 0.9699 -0.744
N 0.7894 0.5702 -1.5079 -0.764
O -0.4547 0.9410 2.3492 -0.622
O -1.0150 1.8756 -2.0666 -0.599
P 1.5339 -0.6938 -0.5891 0.983
Cl -0.3667 -2.3540 -0.8999 0.174
H -1.7744 2.7298 1.3072 0.208
H -2.4019 2.3718 -0.2093 0.223
H -2.4581 1.1723 1.1073 0.210
H 1.5660 -0.0884 2.9482 0.249
H 1.1948 -1.7272 2.2148 0.197
H 2.7469 -1.0535 1.8881 0.216
H 0.6512 1.1759 -3.4839 0.247
H 1.9237 -0.0371 -3.0975 0.211
H 0.1717 -0.5157 -3.0746 0.195
H -1.5204 -2.4276 1.0203 0.178
H -0.5460 -3.9715 0.8509 0.194
```


Record 2
A molecular structure, C3H14NNiO. Source: OMol25; level of theory: wB97M-V/def2-TZVPD.

Its spin multiplicity is 3. The HOMO-LUMO gap (spin up / spin down) comes out at 2.73 / 7.86 eV. The charge is -1.

```
20
Properties=species:S:1:pos:R:3:nbo_charge:R:1
C -1.3770 1.7399 -3.4111 -0.906
Ni -0.4507 0.6301 -2.2623 0.264
N 0.5672 -0.8469 -1.3381 -1.368
H -1.3230 1.5596 -1.3836 -0.509
H -0.1979 1.8698 -2.9022 0.174
H -1.9264 2.6250 -3.1071 0.222
H -1.9149 0.8246 -3.1088 0.219
H -1.2018 1.6984 -4.4848 0.178
H 0.1033 -1.2880 -0.5396 0.363
H 1.4700 -0.5697 -0.9391 0.374
H 0.7648 -1.5986 -2.0045 0.295
C 0.6184 -0.8080 3.7288 -0.667
C 0.2804 -0.9389 2.2606 -0.211
O 1.2908 -0.4418 1.3555 -0.814
H 1.6175 -1.1940 3.9522 0.208
H -0.1011 -1.3877 4.3124 0.205
H 0.5531 0.2319 4.0632 0.195
H 0.1380 -1.9868 1.9769 0.161
H -0.6538 -0.4103 2.0263 0.163
H 1.7429 0.2913 1.8052 0.455
```


Record 3
2 unconnected molecules or ions with the total composition C6H16S. Source: OMol25; level of theory: wB97M-V/def2-TZVPD.

Its spin multiplicity is 1. The HOMO-LUMO gap comes out at 9.30 eV. Its SMILES is CCSC.CCC. The charge is 0.

```
23
Properties=species:S:1:pos:R:3:nbo_charge:R:1
C -0.8208 0.1884 1.1902 -0.638
C -1.0523 0.7805 2.6281 -0.396
S -0.1451 -0.4621 3.9115 0.106
C 1.3062 -0.8310 2.9331 -0.769
H -0.9702 1.0130 0.5035 0.209
H -1.4785 -0.6089 0.8669 0.213
H 0.0787 -0.2252 0.9047 0.218
H -0.5021 1.6413 2.6978 0.192
H -1.9852 0.9021 3.0346 0.213
H 2.2661 -1.0131 3.5345 0.235
H 1.2478 -1.5855 2.2370 0.200
H 1.5448 0.0601 2.2563 0.214
C 1.1026 0.2284 -3.0567 -0.593
C 0.0664 0.2788 -1.9501 -0.428
C -1.2213 -0.4285 -2.1768 -0.643
H 1.6715 -0.7254 -3.0753 0.197
H 1.9282 1.1150 -3.0362 0.208
H 0.5171 0.4003 -4.0017 0.191
H 0.8409 -0.2154 -1.3236 0.208
H 0.0134 1.4155 -1.7739 0.202
H -1.1870 -1.2232 -1.3620 0.211
H -1.9531 0.2221 -1.7983 0.227
H -1.2681 -0.9272 -3.1438 0.222
```


Record 4
6 unconnected molecules or ions with the total composition H11S6. Source: OMol25; level of theory: wB97M-V/def2-TZVPD.

Its spin multiplicity is 1. The HOMO-LUMO gap comes out at 6.32 eV. The charge is -1.

```
17
Properties=species:S:1:pos:R:3:nbo_charge:R:1
S 0.0866 -3.8515 -1.6742 -0.324
H -0.7939 -3.9128 -0.7148 0.138
S 1.8252 -0.7169 -2.7989 -0.439
H 1.1761 -0.2511 -1.6548 0.222
H 0.8647 -0.8530 -3.6667 0.126
S 0.0185 -0.4623 0.3139 -0.995
H -0.2331 0.6860 0.9463 0.096
H 1.0146 -3.1168 -1.0303 0.182
S -0.8061 0.0742 6.2634 -0.312
H -0.3615 -0.0918 5.0550 0.168
H -0.1923 1.1540 6.7633 0.143
S 4.1419 2.1628 -0.6508 -0.342
H 4.6183 1.6187 -1.7781 0.144
H 3.3106 1.1402 -0.2669 0.193
S -5.2757 2.6287 -1.5469 -0.298
H -5.2624 2.8816 -0.2348 0.141
H -3.9503 2.7478 -1.5584 0.157
```


Energy relative to the best compared isomer or geometry (same formula, charge and spin) for the records above, in order: 1.6 5.8 64.8 22.7 kcal per mole
Electronic energy for the records above, in order: -1351.42488 -1760.80133 -636.27855 -2395.70670 hartree
Max |F| for the records above, in order: 0.0951 0.0761 0.1175 0.0439 Eh/bohr